(1)
# C6H8N3O

An isolated ion of composition C6H8N3O and charge +1 (ωB97M-V/def2-TZVPD, the OMol25 dataset).

The geometry in XYZ format:
```
18
C6H8N3O | the OMol25 dataset | ωB97M-V/def2-TZVPD
C -1.13166 1.51858 -2.75078
C -1.03141 0.27601 -2.03359
C -0.27856 0.07982 -0.83285
O 0.42574 0.49532 0.14828
C 1.01453 -0.67381 0.79008
C 0.94157 -0.59141 2.31001
N 0.25566 -1.88792 0.34093
C -0.51764 -1.64301 -0.68367
N -1.17298 -1.98411 -1.72340
N -1.38111 -0.88224 -2.46525
H -0.21875 2.09842 -2.63671
H -1.94369 2.10783 -2.32312
H -1.37963 1.34993 -3.88606
H 2.04969 -0.67203 0.49617
H 1.24662 0.40342 2.62537
H 1.63547 -1.36295 2.78606
H -0.11158 -0.53273 2.56881
H 0.35910 -2.66373 0.85391
```

Properties
total charge: +1
gap between HOMO and LUMO: 7.55 eV
SMILES: CC1=C2O[C@@H](C)[NH+]=C2N=N1

(2)
# C6H8N3O4S

An isolated ion of composition C6H8N3O4S and charge -1 (ωB97M-V/def2-TZVPD, the OMol25 dataset).

The geometry in XYZ format:
```
22
C6H8N3O4S | the OMol25 dataset | ωB97M-V/def2-TZVPD
H 0.84316 0.96240 -1.95379
N -0.14716 0.86957 -2.00510
C -0.50830 0.19252 -0.97231
C -1.99435 0.06390 -0.71609
C -2.27759 -0.88234 0.47712
C -1.24560 -0.68804 1.60013
N -0.08010 -0.35032 1.28551
C 0.46172 -0.32145 0.01396
C 1.19436 -1.83796 -0.12149
O 0.43580 -2.75818 -0.02192
O 2.40561 -1.86405 -0.09468
S 2.26224 0.62512 0.10057
N 1.49714 2.19418 0.05408
O 2.93270 0.43611 1.34319
O 3.15835 0.81255 -0.95349
H -2.35611 1.11367 -0.61384
H -2.46085 -0.24308 -1.64345
H -2.28806 -1.80731 0.03103
H -3.31458 -0.86086 0.83255
H -1.44552 -0.76911 2.66354
H 0.79435 2.20143 0.83045
H 2.13282 2.91125 -0.13599
```

Properties
total charge: -1
gap between HOMO and LUMO: 8.26 eV
SMILES: [H]/N=C1/CCC=N[C@]1(C(=O)[O-])S(N)(=O)=O

(3)
# C6H8N4

The molecule C6H8N4 (ωB97M-V/def2-TZVPD, the OMol25 dataset).

The geometry in XYZ format:
```
18
C6H8N4 | the OMol25 dataset | ωB97M-V/def2-TZVPD
C 0.18827 1.88648 -1.04796
C -0.99150 0.07631 1.57959
C -0.24182 1.81574 0.15070
C -1.08275 -1.14810 0.73240
C 0.99833 0.65074 -1.51424
C -0.38742 -1.02585 -0.52226
N -0.39657 1.14831 1.16624
N -1.80724 -2.13295 1.23437
N 0.76103 -0.36141 -0.47701
N 1.62652 -0.40315 0.54123
H -0.18024 2.56469 -1.86859
H -1.50078 0.18388 2.47257
H 0.52528 0.26525 -2.43698
H 2.14480 0.82850 -1.66157
H -1.02935 -0.88850 -1.39930
H -1.68177 -3.07543 0.79504
H 1.29927 -0.90035 1.40961
H 1.75592 0.51582 0.84614
```

Properties
expectation value of S²: 2.046
2S+1: 3
gap between HOMO and LUMO (spin up / spin down): 6.70 / 7.96 eV

(4)
# C6H8N4O2

The molecule C6H8N4O2 (ωB97M-V/def2-TZVPD, the OMol25 dataset).

The geometry in XYZ format:
```
20
C6H8N4O2 | the OMol25 dataset | ωB97M-V/def2-TZVPD
O -4.65993 1.26853 0.39289
C -3.80333 0.53469 0.06527
C -3.80436 -0.85636 -0.10030
C -2.47826 -1.26873 -0.06287
O -1.90335 -2.45370 0.13572
N -1.68627 -0.16456 -0.24214
C -0.32934 -0.09795 -0.08127
N 0.40870 -1.12714 0.19428
C 1.82409 -0.64364 0.19866
C 1.71825 0.87193 0.35188
N 0.28749 1.19661 -0.06315
N -2.47101 0.96507 -0.14862
H -4.69300 -1.56810 0.05297
H -0.86961 -2.50410 0.07476
H 2.41316 -1.06066 -0.65809
H 2.24327 -1.06565 1.14180
H 1.90996 1.32026 1.28737
H 2.30442 1.50912 -0.30426
H 0.03687 1.68766 -0.91347
H -1.93216 1.74410 0.15610
```

Properties
gap between HOMO and LUMO: 8.83 eV
SMILES: O=c1cc(O)n(C2=NCCN2)[nH]1

(5)
# C6H8N4O4

The molecule C6H8N4O4 (ωB97M-V/def2-TZVPD, the OMol25 dataset).

The geometry in XYZ format:
```
22
C6H8N4O4 | the OMol25 dataset | ωB97M-V/def2-TZVPD
C -2.55080 0.64839 -0.45521
C -3.18740 -0.55925 -0.15634
C -1.23754 -2.05392 -0.40405
C 0.14246 -0.19997 0.10822
C 0.09990 1.19085 2.01647
C 1.57471 0.42489 -1.62644
N -4.47382 -0.75061 0.15001
N -0.21468 -1.21003 -0.59346
N -2.45004 1.80735 -0.56037
N -2.50627 -1.76322 -0.21873
O -2.10994 2.93857 -0.74153
O -5.27967 0.20021 0.25772
O -0.35956 0.04271 1.31007
O 1.09272 0.61901 -0.30395
H -0.99466 -3.09876 -0.54777
H -0.53794 1.26319 2.89395
H 0.00132 2.08886 1.40474
H 1.14230 1.06495 2.31476
H 0.76414 0.54758 -2.34612
H 1.99990 -0.57380 -1.73230
H 2.33548 1.18624 -1.77816
H -3.16422 -2.53370 -0.11061
```

Properties
gap between HOMO and LUMO (spin up / spin down): 7.32 / 7.32 eV

(6)
# C6H8N4S

The molecule C6H8N4S (ωB97M-V/def2-TZVPD, the OMol25 dataset).

The geometry in XYZ format:
```
19
C6H8N4S | the OMol25 dataset | ωB97M-V/def2-TZVPD
C 3.33711 -0.51170 -0.04710
C 3.67549 0.66676 -0.49374
C 1.17815 0.23068 -0.23369
C -0.63579 1.42088 2.08036
C -1.05973 -0.67657 -0.04898
C -2.06159 -0.73083 -1.17191
N 2.00591 -0.79562 0.08372
N -1.43680 0.45765 1.91076
N -1.83211 -0.40297 1.21252
N -0.13455 0.30101 -0.28009
S 2.20117 1.62319 -0.74107
H 4.00237 -1.30558 -0.02489
H 4.64309 0.93384 -0.84790
H -0.55870 2.06157 1.17448
H -0.33964 1.48816 3.14459
H -0.75492 -1.66561 0.11498
H -1.59628 -1.16534 -2.02487
H -2.23839 0.36077 -1.56196
H -2.94112 -1.30001 -0.92596
```

Properties
gap between HOMO and LUMO (spin up / spin down): 5.43 / 6.92 eV

Number 1: strongest force on any atom 5.07 eV/Å, E_tot -12857.712 eV. Number 2: strongest force on any atom 4.31 eV/Å, E_tot -29846.298 eV. Number 3: strongest force on any atom 4.57 eV/Å, E_tot -12304.839 eV. Number 4: strongest force on any atom 4.29 eV/Å, E_tot -16405.452 eV. Number 5: strongest force on any atom 1.67 eV/Å, E_tot -20495.615 eV. Number 6: strongest force on any atom 3.85 eV/Å, E_tot -23142.017 eV.